{"formula": "C6H15N4OSr", "method": "ωB97M-V/def2-TZVPD", "species": ["C", "Sr", "N", "H", "H", "H", "H", "H", "H", "H", "H", "C", "N", "C", "C", "C", "N", "C", "O", "N", "H", "H", "H", "H", "H", "H", "H"], "xyz": [[1.41615, 2.86694, -3.24839], [0.65465, 1.20274, -2.19177], [-0.64065, 2.79983, -0.44018], [0.94381, -0.52087, -3.79711], [-1.34817, -0.22434, -2.76412], [1.64494, 1.97147, -4.06395], [1.92056, 3.27222, -2.32380], [0.18705, 3.14021, -3.58844], [-0.32632, 2.77518, 0.53151], [-1.62766, 2.53444, -0.43084], [-0.58364, 3.76359, -0.77114], [2.10021, -2.58096, 1.80084], [0.83329, -1.88518, 1.57453], [-0.22210, -2.18757, 2.37974], [-1.43425, -1.54776, 2.17114], [-1.51503, -0.65954, 1.07045], [-0.46694, -0.35973, 0.30156], [0.73910, -0.91855, 0.56046], [1.74829, -0.55668, -0.12033], [-2.66013, -0.00513, 0.78255], [2.43776, -2.43935, 2.83695], [2.84437, -2.18084, 1.10881], [1.98306, -3.66169, 1.63348], [-0.03789, -2.92851, 3.15534], [-2.29589, -1.73904, 2.80024], [-3.53972, -0.28019, 1.23217], [-2.75487, 0.34930, -0.19968]], "atomic_forces_ev_per_a": [[-1.334, 3.203, -5.381], [-2.686, -6.863, 3.032], [-0.359, 0.440, 0.514], [0.643, 0.203, -0.100], [-0.707, 0.534, 0.556], [0.586, 2.662, 2.146], [-0.407, -0.278, -1.629], [3.696, 0.011, 1.381], [-0.083, 0.040, -0.333], [0.360, 0.030, -0.114], [-0.015, -0.242, 0.108], [0.197, -0.161, 0.043], [0.406, -0.483, 0.316], [-1.300, 1.246, -0.830], [1.151, -1.304, 0.828], [0.934, 0.714, -0.958], [-0.592, -0.324, 1.157], [1.504, 1.278, -2.041], [-1.715, -1.077, 1.977], [-1.223, 0.378, -0.757], [-0.074, 0.103, -0.257], [-0.227, -0.045, 0.126], [-0.024, 0.325, -0.086], [-0.117, 0.218, -0.160], [0.162, -0.080, -0.057], [0.846, 0.042, -0.373], [0.378, -0.570, 0.894]], "e_tot_ev": -15303.084, "charge": -1}



{"formula": "C20H19F3O6S", "method": "ωB97M-V/def2-TZVPD", "species": ["O", "O", "F", "F", "F", "O", "O", "O", "O", "C", "C", "C", "C", "C", "C", "C", "C", "C", "C", "C", "C", "C", "C", "C", "C", "C", "C", "C", "C", "S", "H", "H", "H", "H", "H", "H", "H", "H", "H", "H", "H", "H", "H", "H", "H", "H", "H", "H", "H"], "xyz": [[1.85684, -1.36250, -0.94563], [-0.07234, 0.20284, -1.29063], [-3.95466, 0.10266, -4.44350], [-3.25648, -1.59937, -5.67564], [-3.80828, -1.88790, -3.58148], [4.86694, 1.62038, 2.41526], [-0.13572, -0.35280, 3.64235], [0.12400, 3.24500, -1.36699], [-0.51229, -2.31583, -0.81246], [2.25885, 2.83900, 1.15661], [0.91033, 2.97308, 0.85741], [-2.85651, -1.98286, 1.95215], [-2.08607, -1.41022, 2.95799], [-2.33265, -2.27940, 0.69349], [-0.23896, -1.45021, 1.43312], [3.46816, 0.16582, 3.62881], [2.21098, -0.38379, 3.88545], [-0.80105, -1.02827, 2.64370], [-1.02620, -1.98945, 0.41277], [3.59056, 1.21853, 2.72483], [1.07817, 0.17724, 3.32035], [2.44103, 1.77284, 2.13191], [1.19541, 1.26510, 2.43761], [0.27990, 3.93003, -0.12639], [0.11343, 1.98869, 1.65976], [-3.23506, -1.03237, -4.45389], [-1.79934, -0.67058, -4.02335], [-0.95639, -1.93769, -3.88455], [0.45773, -1.63761, -3.26031], [0.48674, -1.17489, -1.46637], [4.89305, 1.96689, 1.52006], [0.05119, 2.27505, -1.18430], [2.99203, 3.43659, 0.67052], [-3.87358, -2.27114, 2.15434], [-2.49524, -1.20875, 3.94522], [-2.95627, -2.69392, -0.09096], [0.79428, -1.29598, 1.27958], [4.38259, -0.24731, 4.05837], [2.10800, -1.22962, 4.54851], [0.94179, 4.77944, -0.25032], [-0.67242, 4.30386, 0.24142], [-0.49572, 2.52379, 2.40431], [-0.50037, 1.29004, 1.06790], [-1.82488, -0.14604, -3.06607], [-1.34048, 0.02257, -4.74113], [-1.51994, -2.64976, -3.22146], [-0.84026, -2.48501, -4.81718], [1.09236, -2.54479, -3.35997], [0.99682, -0.83136, -3.78119]], "atomic_forces_ev_per_a": [[-2.786, -0.030, -1.142], [0.568, -3.315, -0.449], [-0.430, -0.393, -0.482], [-0.355, 0.240, 0.315], [-0.037, 0.085, -0.368], [-0.092, 0.105, 0.123], [-0.787, -0.585, -0.510], [-0.257, -0.689, -0.037], [1.152, 0.899, -1.625], [-2.766, 0.221, -0.752], [1.887, 0.201, 0.618], [0.376, -0.448, 0.140], [-1.029, 0.101, -0.442], [-0.941, 0.093, -0.429], [-0.262, 0.607, 0.121], [0.000, 0.145, -0.398], [0.219, 0.510, 0.146], [0.231, -0.672, 0.111], [-0.051, 0.337, 2.480], [-0.088, -0.285, -0.118], [1.081, 0.739, -0.626], [0.863, -0.084, 0.133], [-0.852, -1.196, 0.542], [0.708, -1.120, 0.360], [0.508, -0.258, 0.759], [1.483, 0.902, 0.776], [-0.043, -0.621, -0.321], [0.101, -0.161, 1.647], [-0.549, -1.132, -0.034], [1.808, 2.285, 0.452], [-0.067, 0.141, -0.055], [0.096, 1.112, -0.245], [0.668, 0.351, -0.081], [-0.211, 0.042, 0.071], [0.080, 0.051, -0.236], [-0.047, -0.024, 0.124], [0.983, 0.271, -0.245], [-0.345, 0.066, -0.117], [-0.052, -0.057, 0.055], [0.103, 0.172, -0.349], [-0.259, -0.024, 0.076], [-0.293, -0.126, -0.347], [0.050, 0.367, 0.172], [-0.291, -0.058, -0.057], [-0.384, -0.176, -0.024], [0.716, 0.605, -0.413], [0.247, 0.258, -0.199], [-0.354, 0.556, 0.425], [-0.299, -0.007, 0.456]], "e_tot_ev": -52320.089, "smiles": "O=S(=O)(CCCC(F)(F)F)Oc1cccc(Oc2ccc(O)c3c2CC(CO)=C3)c1", "charge": 0}



{"formula": "C33H70N2O11", "method": "ωB97M-V/def2-TZVPD", "species": ["C", "N", "C", "C", "C", "C", "O", "H", "H", "H", "H", "H", "H", "H", "H", "H", "H", "H", "H", "H", "H", "N", "O", "O", "O", "C", "C", "C", "O", "C", "H", "H", "H", "H", "H", "H", "H", "H", "C", "C", "C", "O", "C", "H", "H", "H", "H", "H", "H", "H", "H", "C", "C", "C", "O", "C", "H", "H", "H", "H", "H", "H", "H", "H", "C", "C", "C", "O", "C", "H", "H", "H", "H", "H", "H", "H", "H", "C", "C", "C", "O", "C", "H", "H", "H", "H", "H", "H", "H", "H", "C", "C", "C", "O", "C", "H", "H", "H", "H", "H", "H", "H", "H", "C", "C", "C", "O", "C", "H", "H", "H", "H", "H", "H", "H", "H"], "xyz": [[-2.19143, -34.81078, 52.79799], [-1.66305, -33.93328, 53.78239], [-2.56342, -33.90979, 54.95204], [-0.27026, -34.34029, 54.21248], [-1.52487, -32.56248, 53.15821], [-1.05017, -31.40714, 54.01919], [-1.17059, -30.19390, 53.32870], [-1.56152, -34.76187, 51.84843], [-3.22615, -34.67272, 52.36597], [-2.18104, -35.75689, 53.14847], [-2.11096, -33.23362, 55.72209], [-2.57674, -34.88099, 55.32245], [-3.57268, -33.63732, 54.48053], [-0.34381, -35.44835, 54.38746], [0.37244, -33.57816, 54.91912], [0.42843, -34.32424, 53.39360], [-2.44735, -32.02260, 52.85640], [-0.96439, -32.78287, 52.19690], [0.01709, -31.59718, 54.39576], [-1.80346, -31.47284, 55.05387], [-0.46721, -30.24772, 52.64187], [1.87695, -32.21229, 52.21849], [1.63615, -33.17801, 51.47991], [2.14385, -32.47375, 53.45897], [1.25308, -31.04431, 52.04579], [6.59838, -29.97239, 52.07884], [5.75393, -31.01360, 51.47058], [4.72407, -30.44630, 50.59361], [5.31826, -29.23630, 50.33252], [5.84917, -28.77842, 51.59772], [7.59531, -29.83362, 51.76358], [6.55143, -30.17807, 53.25180], [5.30174, -31.82490, 52.18949], [6.58159, -31.73539, 50.90222], [3.70643, -30.34008, 51.09694], [4.42662, -31.12008, 49.76026], [5.04467, -28.47759, 52.24595], [6.36139, -27.76376, 51.36595], [6.24808, -33.22065, 53.88902], [4.85234, -32.84362, 54.50330], [5.34543, -31.63178, 55.52306], [6.67230, -31.90391, 55.90905], [7.21581, -32.97188, 55.12960], [6.61231, -32.62015, 53.15480], [6.40402, -34.17091, 53.68180], [4.55690, -33.58381, 55.08416], [4.18056, -32.26703, 53.79616], [4.70155, -31.64259, 56.46450], [5.22020, -30.70349, 55.04935], [7.51558, -33.95621, 55.51556], [8.25585, -32.75606, 54.62513], [1.26801, -34.12732, 57.23178], [1.60822, -32.88632, 56.46508], [0.30809, -32.11613, 56.43502], [-0.65614, -33.13784, 56.38593], [-0.29230, -34.12590, 57.38277], [1.69522, -34.47148, 58.19808], [1.45959, -35.06612, 56.55419], [1.76216, -32.98853, 55.29684], [2.57358, -32.47090, 56.99204], [0.05554, -31.57182, 55.63859], [0.16855, -31.35724, 57.23494], [-0.74957, -35.04192, 57.05574], [-0.63681, -33.82384, 58.34319], [1.13429, -28.63988, 54.44646], [1.67722, -28.24915, 55.76291], [3.23665, -28.14269, 55.43161], [3.41536, -28.92447, 54.26314], [2.22695, -29.52538, 53.86772], [1.13319, -27.82963, 53.82523], [0.20723, -29.02455, 54.50908], [1.26496, -28.91035, 56.57731], [1.20619, -27.25531, 56.13553], [3.79917, -28.67077, 56.27740], [3.69306, -27.29460, 55.21617], [2.27770, -30.41641, 54.55834], [2.19510, -29.66200, 52.84237], [4.41817, -36.82901, 54.86233], [4.46653, -35.28643, 54.57741], [3.06042, -35.00819, 54.21922], [2.32907, -35.96028, 55.03808], [3.01284, -37.21903, 54.92330], [4.72716, -37.15003, 55.90972], [4.84917, -37.37758, 54.06645], [5.18516, -35.18079, 53.78620], [4.89004, -34.66488, 55.34467], [2.75365, -34.94724, 53.27719], [2.80673, -33.93336, 54.61153], [2.67528, -37.76341, 54.12078], [2.83628, -37.77607, 55.82058], [0.71045, -36.66921, 49.89203], [0.60254, -38.02506, 50.61638], [-0.48434, -37.80969, 51.61495], [-0.92074, -36.50310, 51.38149], [0.17406, -35.68790, 50.92691], [0.30924, -36.68471, 48.96862], [1.79402, -36.43740, 49.83965], [1.63751, -37.97489, 51.28167], [0.85483, -38.86727, 49.81727], [-0.21116, -37.86516, 52.74992], [-1.28216, -38.60369, 51.25903], [0.90381, -35.33357, 51.72565], [-0.23125, -34.78081, 50.74620], [-2.32949, -32.77467, 48.00144], [-1.35627, -31.67942, 48.19898], [-1.46005, -31.41499, 49.73589], [-2.56888, -32.16303, 50.20289], [-2.54184, -33.34436, 49.36833], [-2.02729, -33.52405, 47.27466], [-3.28707, -32.35973, 47.67997], [-1.26284, -30.60390, 47.80998], [-0.34158, -32.10404, 47.95512], [-1.57330, -30.39212, 50.11038], [-0.46664, -31.60319, 50.30023], [-3.57565, -33.96753, 49.45854], [-1.85747, -33.99551, 49.67268]], "atomic_forces_ev_per_a": [[-0.480, 1.390, -4.690], [0.881, 3.144, 1.020], [-1.811, 2.273, -1.140], [2.081, -0.426, -0.185], [-0.432, 0.989, -1.776], [0.397, -1.304, 2.794], [-0.094, -0.751, -0.369], [-1.106, 0.195, 2.068], [0.798, 0.843, 1.255], [0.303, -3.066, 1.131], [-1.504, -0.708, -1.063], [-0.273, -1.817, 0.751], [1.237, -0.270, 1.206], [0.265, 1.186, 0.951], [-2.771, -3.036, -2.092], [-0.372, 0.159, -1.198], [-0.398, -1.719, -0.275], [-0.212, 0.764, 1.273], [-1.791, 0.779, -2.103], [2.074, 0.907, -3.029], [-0.306, 0.142, 0.421], [-5.952, 0.488, 3.800], [1.572, 1.058, -0.930], [0.855, 0.975, -2.879], [1.926, -3.003, -1.669], [-0.991, 0.817, 4.142], [2.029, -7.768, 0.216], [-1.992, -0.797, 0.425], [-0.249, 2.329, -1.338], [-0.225, 2.900, -1.228], [1.215, -0.749, -0.392], [0.434, 1.080, -2.283], [0.759, 2.027, -1.187], [-2.362, 1.545, 0.666], [1.120, 0.247, 0.007], [0.884, 0.914, -0.214], [-0.688, -0.222, 0.430], [-0.194, -1.993, 0.330], [-0.754, 3.368, 5.273], [3.846, 8.066, -2.415], [-1.729, -3.087, 0.603], [1.225, -1.194, -0.197], [1.599, 0.259, -3.195], [0.467, 1.671, -2.128], [0.479, -4.094, -1.463], [-2.148, -0.402, 1.631], [0.472, -1.590, 0.969], [0.666, 0.061, -1.086], [0.145, 1.443, -0.637], [-0.966, 0.312, 1.534], [-1.660, 0.669, 1.133], [-1.377, -4.706, -0.857], [2.465, 1.455, -0.642], [0.785, 0.035, 4.559], [-0.071, 0.550, 3.497], [1.273, 0.942, -1.666], [0.353, 1.237, -0.522], [-0.091, 1.860, 1.260], [0.586, -0.198, 2.940], [-1.983, 0.057, -1.488], [0.576, 1.858, -1.778], [-0.071, -0.835, 0.524], [-0.219, -0.512, 0.123], [-0.348, 0.256, 0.872], [2.711, -0.490, -0.011], [-0.272, 2.667, 1.747], [-2.009, -6.044, 2.848], [1.571, 1.573, -0.607], [-0.293, -0.805, 4.469], [-0.421, 2.549, -1.698], [-2.982, -1.462, 0.003], [1.440, -0.024, -0.674], [1.043, -1.180, -0.844], [-0.466, 0.798, -0.834], [1.345, 4.508, -0.367], [-0.856, -0.265, -1.603], [0.271, -0.362, -1.269], [1.302, 0.236, 2.142], [0.969, -4.417, -0.816], [-0.179, 2.428, 6.352], [-0.775, -0.191, -0.955], [-1.232, 2.063, 1.654], [0.998, 0.722, -1.579], [1.251, -0.613, -0.409], [-0.439, -0.070, -0.402], [-0.057, -2.289, 1.048], [-0.961, -0.496, -4.325], [0.433, -2.839, -0.757], [-0.961, -1.261, -2.228], [-0.610, -0.362, 0.494], [3.750, 1.089, 3.169], [6.271, 0.149, 0.144], [-2.040, -2.319, 0.215], [-0.691, -0.118, 0.578], [1.033, -3.382, 1.155], [-1.747, 0.386, -2.978], [-0.477, -0.192, -0.757], [-2.258, -0.662, -1.579], [-1.554, 1.233, 2.155], [-0.265, -0.582, -2.061], [0.716, 1.769, 1.553], [-0.393, -1.481, -0.618], [-1.263, 2.779, -1.964], [-1.807, 0.057, -1.561], [3.621, 2.096, 1.290], [2.056, 0.433, 1.477], [0.144, -1.233, -0.197], [-5.641, 1.591, -0.144], [0.102, 0.016, -0.104], [-0.117, -0.207, -0.130], [-1.241, -1.861, -0.637], [-0.704, 0.500, 0.495], [-0.704, 0.193, -0.828], [-1.284, -0.788, -0.858], [2.119, 1.766, -0.141], [3.406, -2.606, 1.257]], "e_tot_ev": -60834.511, "charge": 0}



| no. | LUMO (Ha) |
| --- | --- |
| 1 | 0.086 |
| 2 | 0.012 |
| 3 | 0.011 |